Entry 1:
The following is a quantum chemistry calculation of a cluster of 3 separate species, C4H13NO2 in total in a non-equilibrium geometry, from the OMol25 dataset.

Last column: Mulliken spin population.
Positions of all 20 atoms, in Å:
N -1.51 0.12 -1.30  0.0497
C -1.34 -0.94 -0.33  -0.0330
C 1.42 -1.36 2.33  0.0083
C 0.23 -1.60 1.53  0.3278
C -0.12 -0.80 0.45  0.3643
H -0.86 0.05 -2.07  0.0035
H -2.42 0.04 -1.74  -0.0006
H -1.27 -1.91 -0.89  0.1009
H -2.20 -1.05 0.33  0.0543
H 2.33 -1.25 1.74  0.0358
H 1.29 -0.39 2.83  0.0586
H 1.55 -2.13 3.10  0.0012
H -0.40 -2.44 1.80  0.0125
H 0.44 0.13 0.30  0.0164
H -3.18 2.97 -0.74  -0.0004
H -1.90 2.11 -0.61  -0.0019
O -2.47 2.73 -0.13  0.0025
H 3.31 1.71 -2.14  0.0000
H 3.74 0.25 -2.30  0.0000
O 3.52 0.92 -1.65  0.0000

Properties
Frontier orbital gap (spin up / spin down) = 9.106 / 5.551 eV
Strongest force on any atom = 1.2 eV/A
Multiplicity = 2
HOMO level (spin up / spin down) = -13.883 / -13.867 eV
Energy relative to the best compared isomer or geometry (same formula, charge and spin) = 39.96 kcal/mol
<S²> = 0.75
Total charge = +1



Entry 2:
The following is a quantum chemistry calculation of a structure of composition C4H13NO2S in a non-equilibrium geometry, from the OMol25 dataset.

Last column: natural (NBO) charge in e.
Positions of all 21 atoms, in Å:
C -1.35 -0.53 1.24  -0.4309
N -0.75 0.63 0.61  -0.6578
C -0.07 0.47 -0.72  -0.0769
C -0.88 -0.55 -1.54  -0.5332
S -0.41 -0.54 -3.33  -0.0658
C 1.33 0.01 -0.31  -0.1916
O 2.25 0.03 -1.52  -0.6890
H -1.58 -0.21 2.26  0.2238
H -0.66 -1.37 1.36  0.1987
H -2.28 -0.86 0.78  0.1733
H -1.45 1.36 0.54  0.3720
H -0.15 1.46 -1.16  0.2176
H -0.57 -1.53 -1.16  0.1993
H -1.95 -0.46 -1.39  0.2323
H 0.83 -0.09 -3.09  0.1532
H 1.16 -0.88 0.32  0.2021
H 1.77 0.74 0.36  0.2121
H 1.67 -0.78 -1.37  0.4793
H 1.77 1.02 2.99  0.4635
H 0.50 1.17 2.11  0.4880
O 0.82 0.90 3.00  -0.9701

Properties
Frontier orbital gap = 9.736 eV
Strongest force on any atom = 4.5 eV/A
HOMO level = -9.091 eV
Energy relative to the best compared isomer or geometry (same formula, charge and spin) = 66.31 kcal/mol



Entry 3:
The following is a quantum chemistry calculation of a cluster of 4 separate species, C4H13NO3 in total in a non-equilibrium geometry, from the OMol25 dataset.

Last column: Mulliken spin population.
Positions of all 21 atoms, in Å:
C -0.53 -0.95 1.09  -0.0171
C 0.83 -0.35 1.17  -0.0025
C -2.19 2.08 0.04  0.6096
C -0.94 2.46 -0.56  -0.0559
O 0.14 2.33 0.07  0.3201
N 1.76 -1.33 1.49  0.0055
H -1.02 -1.13 2.05  0.0013
H -1.06 -0.11 0.60  0.0192
H -0.29 -2.03 0.77  -0.0002
H 1.05 0.12 0.22  0.0020
H -2.16 1.33 0.80  0.0660
H -3.07 1.92 -0.45  0.0464
H -1.01 3.29 -1.51  0.0028
H 2.74 -1.05 1.60  -0.0005
H 0.75 0.49 1.92  -0.0001
H 0.74 -3.44 -1.22  0.0001
H 1.78 -2.13 0.83  -0.0003
O 0.98 -2.46 -0.97  0.0002
H 0.15 -1.34 -1.40  0.0008
H -0.65 -0.77 -2.80  -0.0002
O -0.29 -0.53 -1.89  0.0029

Properties
Frontier orbital gap (spin up / spin down) = 7.325 / 5.011 eV
Strongest force on any atom = 4.0 eV/A
Multiplicity = 2
HOMO level (spin up / spin down) = -3.635 / -3.632 eV
Energy relative to the best compared isomer or geometry (same formula, charge and spin) = 81.78 kcal/mol
<S²> = 0.77
Total charge = -1



Entry 4:
The following is a quantum chemistry calculation of a cluster of 4 separate species, C4H13NO3 in total in a non-equilibrium geometry, from the OMol25 dataset.

Last column: natural (NBO) charge in e.
Positions of all 21 atoms, in Å:
C -1.17 0.47 0.05  0.4219
N -0.31 -0.45 -0.50  -0.1313
C 0.79 -0.77 0.19  -0.2861
C 0.66 -1.15 1.64  -0.6503
C -2.35 -0.48 -3.13  -0.8532
O -2.35 0.57 -0.02  -0.4702
H -0.59 1.28 0.59  0.2572
H 1.32 -1.51 -0.41  0.2604
H 1.62 0.10 0.22  0.4407
H 0.16 -0.30 2.11  0.2205
H 1.67 -1.22 2.03  0.2708
H 0.09 -2.03 1.95  0.2357
H -2.42 -0.15 -2.09  0.2195
H -3.36 -0.61 -3.51  0.2110
H -1.88 0.24 -3.80  0.2123
H -1.86 -1.45 -3.17  0.2074
H 0.69 2.16 2.33  0.4721
O 0.91 2.09 1.40  -0.9907
H 1.84 1.59 1.36  0.5003
H 3.66 1.07 1.27  0.4569
O 2.88 0.54 1.49  -1.0051

Properties
Frontier orbital gap = 6.027 eV
Strongest force on any atom = 3.3 eV/A
HOMO level = -9.956 eV
Energy relative to the best compared isomer or geometry (same formula, charge and spin) = 160.79 kcal/mol



Entry 5:
The following is a quantum chemistry calculation of a cluster of 4 separate species, C4H13NO3 in total in a non-equilibrium geometry, from the OMol25 dataset.

Last column: natural (NBO) charge in e.
Positions of all 21 atoms, in Å:
C 0.21 -0.67 -0.43  -0.6527
C 0.18 -0.52 1.09  -0.2318
N 1.52 -0.02 1.72  -0.6283
C -3.33 0.70 -0.67  -0.1936
C -3.24 -0.28 0.28  0.1767
O -2.70 -0.35 1.47  -0.4308
H -0.86 -0.83 -0.74  0.2013
H 0.83 -1.48 -0.87  0.2716
H 0.68 0.17 -0.89  0.2655
H -0.07 -1.51 1.46  0.2195
H -0.54 0.29 1.28  0.2676
H 1.48 0.60 2.54  0.3750
H -2.84 1.64 -0.62  0.2096
H -4.04 0.50 -1.38  0.1981
H -3.83 -1.19 -0.12  0.1405
H 3.93 -0.86 -1.17  0.4603
H 2.05 0.56 0.97  0.4487
O 3.00 -0.80 -1.45  -0.9901
H 2.57 2.29 -1.00  0.4557
H 2.78 0.16 -1.12  0.4995
O 2.23 1.60 -0.37  -1.0623

Properties
Frontier orbital gap = 3.141 eV
Strongest force on any atom = 4.3 eV/A
HOMO level = -8.457 eV
Energy relative to the best compared isomer or geometry (same formula, charge and spin) = 226.93 kcal/mol



Entry 6:
The following is a quantum chemistry calculation of a cluster of 3 separate species, C4H13NO3 in total in a non-equilibrium geometry, from the OMol25 dataset.

Last column: natural (NBO) charge in e.
Positions of all 21 atoms, in Å:
C -1.88 -1.26 0.49  -0.6411
C -0.59 -2.03 0.18  -0.2057
N 0.13 -1.53 -1.00  -0.6208
C 0.35 -0.10 -1.03  -0.3394
C 1.73 0.22 -1.56  0.4527
O 2.71 0.24 -0.83  -0.5505
H -1.64 -0.29 0.93  0.2268
H -2.52 -1.83 1.16  0.2153
H -2.43 -1.09 -0.45  0.1930
H -0.87 -3.05 -0.07  0.1933
H 0.08 -1.99 1.04  0.1914
H -0.32 -1.83 -1.85  0.3579
H -0.36 0.45 -1.66  0.1791
H 0.38 0.34 -0.04  0.2317
H 1.94 0.53 -2.60  0.1113
O -1.55 1.85 1.86  -0.9479
H -1.44 2.15 0.94  0.4721
H -1.21 2.57 2.42  0.4798
O 2.19 2.42 0.90  -0.9466
H 2.73 2.70 0.15  0.4659
H 2.55 1.53 1.01  0.4817

Properties
Frontier orbital gap = 9.670 eV
Strongest force on any atom = 1.3 eV/A
HOMO level = -8.921 eV
Energy relative to the best compared isomer or geometry (same formula, charge and spin) = 46.61 kcal/mol
SMILES = CCNCC=O.O.O



Entry 7:
The following is a quantum chemistry calculation of a cluster of 3 separate species, C4H13NO3 in total in a non-equilibrium geometry, from the OMol25 dataset.

Last column: Mulliken spin population.
Positions of all 21 atoms, in Å:
C 0.54 -0.89 0.26  0.0535
N -0.43 0.07 -0.15  0.7354
C -0.49 1.28 0.74  0.0012
C -1.78 -0.47 -0.28  0.0280
C -2.02 -1.48 -1.41  0.0150
O -2.80 -2.38 -1.28  -0.0002
H 0.64 -0.85 1.33  0.0455
H 0.44 -1.93 -0.06  0.0003
H 1.55 -0.56 -0.02  0.0246
H 0.52 1.39 1.13  -0.0023
H -1.29 1.18 1.45  0.0322
H -0.61 2.15 0.08  0.0162
H -2.51 0.31 -0.46  0.0007
H -2.11 -0.90 0.68  0.0377
H -1.46 -1.27 -2.34  0.0009
H 0.88 0.57 -3.13  -0.0018
H 1.21 1.16 -1.73  0.0023
O 1.49 1.14 -2.65  0.0085
H 2.53 1.09 3.05  -0.0002
H 3.15 -0.15 2.53  0.0000
O 2.54 0.54 2.25  0.0024

Properties
Frontier orbital gap (spin up / spin down) = 11.264 / 6.359 eV
Strongest force on any atom = 3.9 eV/A
Multiplicity = 2
HOMO level (spin up / spin down) = -14.584 / -14.576 eV
Energy relative to the best compared isomer or geometry (same formula, charge and spin) = 48.81 kcal/mol
<S²> = 0.75
Total charge = +1



Entry 8:
The following is a quantum chemistry calculation of a cluster of 2 separate species, C4H13NO3 in total in a non-equilibrium geometry, from the OMol25 dataset.

Last column: Mulliken spin population.
Positions of all 21 atoms, in Å:
C -0.06 -0.27 1.43  0.0187
C -0.59 -1.34 0.47  0.0956
C -1.04 -2.59 1.26  0.0329
O -1.68 -0.81 -0.26  0.0215
N 0.71 0.75 0.79  0.7509
C -0.07 1.79 0.07  -0.0120
O -0.42 1.49 -1.24  0.0859
H 0.57 -0.81 2.16  0.0320
H -0.92 0.12 1.99  -0.0009
H 0.13 -1.73 -0.29  -0.0062
H -1.30 -2.32 2.28  -0.0023
H -0.35 -3.43 1.23  0.0029
H -1.96 -3.00 0.83  0.0010
H -1.76 -1.33 -1.06  0.0026
H 1.40 0.37 0.12  -0.0234
H -0.91 2.09 0.71  0.0021
H 0.65 2.58 -0.12  0.0049
H -1.32 1.18 -1.30  -0.0051
H 3.24 1.29 -1.27  0.0001
H 1.92 1.19 -1.99  -0.0007
O 2.83 0.86 -2.03  -0.0004

Properties
Frontier orbital gap (spin up / spin down) = 12.242 / 6.557 eV
Strongest force on any atom = 3.4 eV/A
Multiplicity = 2
HOMO level (spin up / spin down) = -15.205 / -15.184 eV
Energy relative to the best compared isomer or geometry (same formula, charge and spin) = 40.22 kcal/mol
<S²> = 0.75
Total charge = +1